Density functional theory data (ωB97M-V/def2-TZVPD) for 6 unconnected molecules or ions with the total composition C40H40BrN2O4.

```
87
Properties=species:S:1:pos:R:3:forces:R:3
Br -1.210 -0.658 -1.887 -0.16 0.05 -0.17
O -0.109 1.081 1.102 0.20 -0.60 0.10
O 6.740 0.625 1.470 0.16 -0.21 -0.29
O 0.701 -0.412 2.649 -0.48 0.72 -1.99
O 5.311 -0.058 -0.078 -0.14 0.07 0.31
N 2.068 -2.990 1.288 0.57 -1.14 0.32
N -2.511 -1.576 1.422 -1.15 -0.20 0.96
C -0.080 -5.969 6.236 -0.01 0.01 0.01
C -3.535 3.956 1.829 0.00 0.04 0.03
C 4.025 -0.699 0.078 -0.04 -0.37 0.24
C -4.094 5.216 1.658 0.00 -0.01 -0.01
C 2.915 0.310 -0.110 0.22 0.05 -0.54
C -7.024 -0.854 0.697 0.01 0.01 -0.04
C -7.800 -0.370 -0.348 0.00 0.01 0.03
C -6.396 4.075 -6.201 -0.01 0.01 -0.01
C -7.003 3.672 -5.019 0.00 0.00 0.00
C -5.092 5.412 0.712 -0.01 0.01 0.00
C 0.406 0.016 1.488 0.20 0.18 1.90
C -6.231 3.182 -3.975 -0.03 -0.02 0.03
C -5.534 4.345 -0.059 0.01 0.00 0.02
C 11.132 -0.388 -2.367 0.03 0.01 0.00
C -5.815 -0.056 -1.668 0.00 -0.03 -0.05
C -3.976 2.890 1.059 0.00 -0.08 -0.02
C -7.194 0.028 -1.531 -0.03 0.04 -0.06
C 9.570 0.599 -0.293 0.02 0.09 0.09
C 1.447 -6.280 4.405 -0.04 0.01 0.03
C -5.645 -0.943 0.560 -0.06 -0.01 0.06
C 0.759 -0.980 0.305 -0.73 -0.07 0.38
C -4.247 3.497 -5.294 0.00 0.00 -0.02
C 1.442 -2.127 0.887 -0.14 0.75 -0.34
C 9.013 -0.246 -1.241 -0.01 -0.07 0.00
C 11.688 0.467 -1.424 0.01 -0.01 0.00
C 0.221 -4.222 4.608 -0.04 0.08 0.00
C -1.654 -1.582 0.676 0.75 0.42 -0.60
C -4.853 3.091 -4.114 0.04 -0.03 0.05
C 0.836 -6.760 5.556 0.02 -0.02 0.00
C 10.909 0.958 -0.386 -0.02 -0.06 -0.05
C 9.794 -0.745 -2.276 -0.02 0.02 0.02
C -4.978 3.085 0.118 0.01 0.03 -0.03
C 1.141 -5.011 3.931 0.04 -0.05 -0.04
C -5.041 -0.542 -0.623 -0.01 0.02 -0.03
C -0.577 -1.549 -0.288 0.53 -0.20 0.04
C -0.388 -4.700 5.760 0.01 -0.03 0.00
C 6.181 -0.297 0.934 0.23 0.86 0.28
C 1.636 -0.270 -0.705 0.16 0.33 -0.10
C 6.429 -1.720 1.320 -0.65 -0.38 -0.23
C -5.018 3.990 -6.337 0.00 0.00 0.00
H -8.078 3.741 -4.911 -0.01 0.00 0.00
H 9.359 -1.408 -3.013 -0.01 -0.01 -0.01
H -4.544 4.309 -7.257 0.00 0.00 -0.01
H -0.015 -3.232 4.236 0.03 0.02 -0.02
H 7.485 -1.944 1.301 0.27 0.09 0.03
H 1.070 0.571 -1.083 -0.30 0.12 0.06
H -6.702 2.870 -3.051 0.02 -0.01 0.01
H -6.999 4.456 -7.016 0.00 0.01 0.00
H -8.875 -0.302 -0.239 -0.01 0.00 0.00
H -6.312 4.497 -0.797 0.00 0.00 -0.01
H 7.968 -0.518 -1.170 -0.01 0.02 -0.04
H -5.522 6.396 0.574 -0.01 0.01 0.00
H 3.279 1.058 -0.809 0.09 0.12 -0.15
H -5.035 -1.319 1.370 0.04 0.02 -0.01
H -1.103 -4.084 6.289 -0.01 0.01 0.00
H -3.534 1.910 1.189 0.03 0.01 0.00
H 3.950 -1.526 -0.622 0.01 -0.04 -0.34
H 3.945 -1.138 1.065 0.11 -0.08 0.22
H -3.172 3.428 -5.401 0.01 0.00 0.01
H -5.342 0.263 -2.589 0.00 -0.01 -0.01
H -7.494 -1.161 1.623 0.00 0.00 0.01
H 2.704 0.839 0.812 -0.07 0.06 0.24
H 11.343 1.619 0.352 0.00 0.01 0.01
H -5.320 2.252 -0.481 -0.03 -0.02 0.02
H 1.860 -0.899 -1.565 0.12 -0.24 -0.09
H 5.889 -2.391 0.662 0.09 -0.22 -0.15
H -3.966 -0.598 -0.728 0.01 -0.01 0.03
H -7.798 0.406 -2.348 0.00 0.00 -0.01
H 1.074 -7.751 5.924 0.01 -0.01 0.01
H 1.615 -4.630 3.037 0.00 0.03 0.00
H 6.039 -1.890 2.315 0.07 0.02 0.32
H -0.417 -2.583 -0.567 0.10 -0.12 -0.39
H 12.731 0.748 -1.498 0.01 0.00 0.00
H -4.251 2.706 -3.300 0.00 0.03 0.03
H -0.553 -6.340 7.136 -0.01 -0.01 0.00
H 8.956 0.975 0.515 -0.02 0.00 -0.01
H 2.163 -6.895 3.875 0.01 -0.01 -0.01
H -3.750 6.047 2.260 0.01 0.01 0.00
H 11.742 -0.776 -3.172 0.00 0.00 -0.01
H -2.752 3.803 2.560 0.03 -0.02 -0.02
```
Forces are in eV/Å.

Output
Gap between HOMO and LUMO = 0.3009 Ha
Total charge = -1

***

Density functional theory data (ωB97M-V/def2-TZVPD) for 5 unconnected molecules or ions with the total composition H10O5.

```
15
Properties=species:S:1:pos:R:3:forces:R:3
O -1.357 3.236 1.522 0.10 0.08 -0.09
O 1.021 -1.675 -3.002 0.10 -0.07 0.06
O -1.027 -2.296 -0.534 0.28 -0.19 0.13
O 1.917 1.251 1.649 -0.18 -0.14 -0.29
O -0.486 0.627 0.088 0.10 -0.10 -0.09
H 1.228 1.073 0.984 0.22 0.14 0.32
H -0.714 3.664 2.097 -0.04 -0.07 -0.06
H -0.826 2.678 0.938 -0.06 -0.06 0.23
H 2.011 0.431 2.145 -0.03 0.10 -0.01
H -1.723 -2.965 -0.513 0.02 0.16 0.02
H 0.581 -2.486 -2.726 -0.06 0.14 0.00
H -1.185 0.740 -0.567 0.12 -0.04 0.03
H 1.252 -1.229 -2.180 -0.06 0.02 -0.10
H -0.270 -2.719 -0.108 -0.17 -0.06 -0.05
H -0.422 -0.330 0.205 -0.34 0.10 -0.09
```
Forces are in eV/Å.

Output
Gap between HOMO and LUMO = 0.3978 Ha
Energy above the lowest of the compared OMol25 structures with the same formula, charge and spin = 25.2 kcal/mol
SMILES string = O.O.O.O.O

***

Density functional theory data (ωB97M-V/def2-TZVPD) for 2 unconnected molecules or ions with the total composition C9H14O.

```
24
Properties=species:S:1:pos:R:3:forces:R:3
O -2.641 1.385 -0.994 0.04 -1.32 0.85
C 1.788 0.716 2.288 0.98 0.74 2.86
C -0.157 -0.215 1.224 -2.81 -0.26 -0.77
C 0.577 0.894 1.510 0.17 0.63 -0.24
C -0.786 2.365 0.142 1.19 -2.13 -0.49
C 0.340 2.153 0.911 0.23 1.46 -0.05
C -1.211 -0.074 0.270 1.61 1.87 0.89
C 0.283 -1.498 -2.137 -0.51 -0.33 -0.87
C -1.443 1.193 -0.281 -1.96 0.56 0.48
C 0.144 -2.663 -1.174 -0.52 -2.29 -2.80
H -2.552 1.838 -1.818 0.54 0.52 -0.67
H 0.857 -3.521 -1.577 -1.91 1.33 0.99
H 2.522 0.783 1.522 1.58 0.64 0.04
H 1.844 1.438 3.174 0.45 -0.41 -1.62
H -0.112 -1.139 1.842 0.41 0.72 -0.80
H 0.597 -1.903 -3.129 -0.31 0.76 0.62
H -0.955 -2.950 -1.084 1.51 -0.27 -0.37
H -1.827 -0.890 0.045 -0.91 -0.90 -0.49
H 1.985 -0.231 2.790 -0.66 -0.38 -0.37
H -0.629 -0.909 -2.216 -0.41 -0.42 -0.41
H 0.999 3.090 0.969 -0.63 -1.84 0.71
H -0.997 3.334 -0.264 -0.33 0.23 -0.17
H 0.926 -0.726 -1.797 1.34 0.36 0.26
H 0.449 -2.469 -0.217 0.90 0.71 2.41
```
Forces are in eV/Å.

Output
Gap between HOMO and LUMO = 0.3478 Ha
Energy above the lowest of the compared OMol25 structures with the same formula, charge and spin = 39.0 kcal/mol
SMILES string = Cc1ccc(O)cc1.CC

***

Density functional theory data (ωB97M-V/def2-TZVPD) for a molecular structure, C13H17IN2Pb.

```
34
Properties=species:S:1:pos:R:3:forces:R:3
Pb 0.283 -0.043 -2.324 -1.48 1.30 2.55
I -1.872 -2.107 -1.141 0.96 -0.50 -0.35
N 1.215 -0.969 0.890 -0.76 0.18 -0.10
N -0.692 0.965 1.107 0.02 -0.37 -0.39
C 2.700 -2.617 1.824 -1.11 1.02 -0.06
C 2.190 -2.349 3.111 0.82 -0.62 -0.70
C 0.781 1.874 -3.537 2.24 -1.24 -3.34
C -2.173 1.394 3.430 0.58 -0.57 0.14
C 0.376 -2.374 -2.703 0.64 -0.44 -0.62
C 1.205 -1.399 3.249 -0.96 0.92 0.11
C -2.427 2.120 2.274 -0.55 0.49 -0.07
C -1.155 0.427 3.401 0.05 0.45 -1.08
C -1.757 0.973 -2.285 -1.45 0.57 0.46
C -0.410 0.255 2.210 -0.77 0.59 0.46
C -1.683 1.852 1.133 0.12 -0.02 -0.05
C 2.158 -1.881 0.743 0.82 -0.88 0.95
C 0.700 -0.728 2.119 0.67 -0.40 -0.40
H -0.280 -3.143 -3.046 -0.99 -0.40 -0.05
H 0.676 -1.921 -3.660 -0.20 -0.07 -0.34
H 0.786 -1.128 4.235 0.49 -0.40 -0.67
H -1.543 2.065 -2.312 0.28 -0.87 0.06
H -1.884 2.364 0.179 0.06 -0.06 0.66
H 0.081 2.493 -4.067 -1.38 0.08 0.84
H 1.061 1.081 -4.309 -0.12 0.90 0.45
H -2.313 0.730 -1.362 0.42 0.18 -0.52
H 2.576 -2.888 3.982 -0.15 0.26 -0.37
H 1.271 -2.876 -2.346 -0.05 0.45 0.90
H 1.687 2.420 -3.398 0.70 0.15 1.05
H -2.375 0.701 -3.158 0.50 -0.16 0.21
H -0.931 -0.194 4.250 -0.17 0.09 0.23
H -3.206 2.893 2.233 0.38 -0.45 0.12
H -2.739 1.549 4.351 0.14 0.02 -0.38
H 3.465 -3.347 1.641 0.21 -0.19 0.04
H 2.520 -2.054 -0.272 0.05 0.01 0.27
```
Forces are in eV/Å.

Output
Gap between HOMO and LUMO (alpha / beta) = 0.1202 / 0.1168 Ha
Energy above the lowest of the compared OMol25 structures with the same formula, charge and spin = 97.0 kcal/mol
Total charge = +2

***

| no. | electronic energy (eV) |
| --- | --- |
| 1 | -123343.2140 |
| 2 | -10399.7564 |
| 3 | -11605.9447 |
| 4 | -30061.0521 |